ORCA calculation (ωB97M-V with the def2-TZVPD basis set) on a structure of composition C22H30As2AuNO8SSi.

## Properties
DFT total energy (a.u.): -6807.84533
Lowest unoccupied orbital energy (eV): -1.7

Cartesian coordinates (Å):
1 Au 0.709 0.133 0.029
2 C 0.018 0.320 7.195
3 Si 1.021 0.632 5.642
4 C 2.683 -0.177 5.867
5 C 1.177 2.470 5.378
6 C 0.028 -0.079 4.206
7 C -1.245 -0.582 4.405
8 C -2.044 -1.021 3.344
9 C -1.529 -0.918 2.078
10 N -0.298 -0.438 1.849
11 C 0.504 -0.030 2.867
12 S 2.058 0.527 2.383
13 H 0.567 0.690 8.065
14 H -0.166 -0.747 7.350
15 H -0.947 0.834 7.172
16 H 3.133 0.153 6.808
17 H 3.353 0.079 5.046
18 H 2.588 -1.266 5.900
19 H 1.813 2.928 6.141
20 H 0.194 2.949 5.421
21 H 1.616 2.670 4.398
22 H -1.641 -0.643 5.413
23 H -3.035 -1.422 3.504
24 H -2.092 -1.218 1.204
25 C -2.601 0.206 -4.888
26 O -1.547 0.614 -4.001
27 C -1.318 1.929 -3.946
28 O -1.959 2.738 -4.570
29 C -0.295 2.264 -2.903
30 C 0.060 3.547 -2.723
31 As 1.073 4.385 -4.194
32 C 0.667 3.295 -5.762
33 C 2.557 3.180 -3.474
34 C 2.509 2.009 -2.844
35 As 0.935 0.948 -2.170
36 C 0.997 -0.430 -3.535
37 C 3.797 1.207 -2.739
38 O 4.152 0.572 -3.702
39 O 4.459 1.151 -1.599
40 C 4.161 2.053 -0.506
41 C 3.896 3.890 -3.558
42 O 4.275 4.547 -2.630
43 O 4.634 3.798 -4.669
44 C 4.223 2.931 -5.737
45 C 0.550 3.941 -1.345
46 O 0.997 3.139 -0.569
47 O 0.390 5.206 -0.962
48 C -0.270 6.194 -1.767
49 H -2.553 -0.877 -4.922
50 H -2.456 0.630 -5.878
51 H -3.563 0.533 -4.499
52 H -0.351 3.501 -6.075
53 H 0.798 2.231 -5.576
54 H 1.351 3.610 -6.546
55 H 0.857 -0.036 -4.537
56 H 0.240 -1.175 -3.310
57 H 1.988 -0.877 -3.463
58 H 5.059 2.636 -0.323
59 H 3.909 1.448 0.358
60 H 3.339 2.719 -0.743
61 H 5.119 2.727 -6.313
62 H 3.502 3.440 -6.373
63 H 3.820 1.995 -5.356
64 H -0.578 6.970 -1.074
65 H -1.146 5.782 -2.265
66 H 0.417 6.614 -2.497